Entry 1:
Entry from OMol25: a molecular structure, C15H23BCuN6Si at a distorted geometry (wB97M-V/def2-TZVPD).

Structure (XYZ):
```
47
C15H23BCuN6Si (wB97M-V/def2-TZVPD)
H 1.54 3.78 -0.15
N 1.18 2.02 -1.26
B 0.31 0.49 -3.22
N 0.67 1.84 -2.58
C 0.70 3.01 -3.23
Cu 2.39 0.82 -0.42
H 0.50 3.03 -4.29
C 1.02 4.03 -2.33
H 1.11 5.08 -2.54
C 1.27 3.36 -1.10
H 0.36 0.60 -4.42
C -1.05 -2.10 1.73
H -1.06 -3.02 2.34
H -0.05 -2.02 1.28
H -1.79 -2.22 0.94
N -1.22 0.07 -2.94
N 1.31 -0.62 -2.81
N -1.61 -0.15 -1.66
N 1.90 -0.68 -1.52
C -2.29 -0.16 -3.78
C 1.78 -1.63 -3.56
H -2.20 -0.03 -4.86
H 1.61 -1.65 -4.63
C -3.39 -0.53 -2.99
C 2.54 -2.47 -2.75
C -2.90 -0.52 -1.66
C 2.57 -1.86 -1.48
H -4.39 -0.79 -3.31
H 3.07 -3.37 -3.04
H -3.44 -0.74 -0.75
H 2.96 -2.22 -0.55
H -1.92 -0.22 1.92
C -1.49 0.95 6.03
Si -0.10 -0.11 5.33
C 1.49 0.85 5.56
C 0.09 -1.74 6.27
C -0.68 -0.67 3.68
C -1.27 -0.85 2.53
H -1.48 0.92 7.13
H -2.45 0.56 5.67
H -1.40 2.00 5.70
H 1.68 0.95 6.65
H 2.37 0.36 5.12
H 1.44 1.87 5.15
H -0.76 -2.39 6.01
H 1.01 -2.26 5.98
H 0.09 -1.58 7.36
```

The value obtained for the orbital gap (alpha / beta) is 6.749 / 7.614 eV. For the energy, the calculation gives -78060.6620 eV. As for the HOMO energy (alpha / beta): -7.48 / -8.35 eV. As for the energy above the lowest of the compared OMol25 structures with the same formula, charge and spin: 0.0 kcal per mole. As for the spin multiplicity: 2. As for the net charge: 0.

---

Entry 2:
Entry from OMol25: C6H12 in the gas phase at a distorted geometry (wB97M-V/def2-TZVPD).

Structure (XYZ):
```
18
C6H12 (wB97M-V/def2-TZVPD)
C -0.33 0.79 1.24
C 0.46 1.39 0.09
C 0.07 0.82 -1.29
C 0.34 -0.66 -1.41
C -0.59 -1.61 -1.40
C 0.18 -0.88 1.72
H -0.85 -0.84 1.46
H -1.42 0.95 0.99
H -0.23 1.35 2.17
H 0.34 2.48 0.05
H 1.51 1.17 0.31
H 0.65 1.36 -2.06
H -0.99 1.01 -1.50
H 1.39 -0.94 -1.44
H -1.65 -1.36 -1.33
H -0.33 -2.66 -1.43
H 0.85 -1.48 1.08
H 0.59 -0.89 2.74
```

The value obtained for the orbital gap is 10.623 eV. For the energy, the calculation gives -6413.8538 eV. As for the HOMO energy: -9.39 eV. As for the energy above the lowest of the compared OMol25 structures with the same formula, charge and spin: 71.2 kcal per mole. The SMILES is C=CCCCC. As for the net charge: 0.

---

Entry 3:
Entry from OMol25: a molecular structure, C4H9ClFNOSb at a distorted geometry (wB97M-V/def2-TZVPD).

Structure (XYZ):
```
18
C4H9ClFNOSb (wB97M-V/def2-TZVPD)
N 2.33 -1.74 -0.78
C 2.11 -0.61 -0.90
O 1.61 0.60 -0.98
Sb -0.32 0.48 -1.82
F -0.58 2.50 -1.57
C -1.25 0.05 0.12
C -0.42 0.50 1.38
C 0.50 -0.65 1.97
Cl 0.31 -0.77 3.79
H 0.38 0.86 -3.39
H -1.89 0.34 -2.58
H -0.01 -1.22 -2.14
H -1.40 -1.06 0.20
H -2.24 0.57 0.17
H -1.17 0.77 2.18
H 0.23 1.40 1.22
H 0.26 -1.61 1.45
H 1.55 -0.41 1.70
```

The value obtained for the orbital gap is 8.381 eV. For the energy, the calculation gives -29608.1683 eV. As for the HOMO energy: -5.20 eV. As for the net charge: -1.

---

Entry 4:
Entry from OMol25: C4H8N2O in the gas phase (wB97M-V/def2-TZVPD).

Structure (XYZ):
```
15
C4H8N2O (wB97M-V/def2-TZVPD)
C -2.44 -0.06 0.19
N -1.17 -0.24 -0.47
C 0.02 -0.16 0.18
N 0.26 -0.15 1.44
C 1.20 -0.04 -0.77
O 1.01 -0.14 -1.97
C 2.54 0.25 -0.17
H -3.19 0.22 -0.55
H -2.37 0.75 0.93
H -2.77 -0.97 0.70
H -1.10 -0.21 -1.48
H -0.59 -0.25 1.99
H 2.82 -0.54 0.53
H 3.28 0.34 -0.97
H 2.49 1.18 0.41
```

The value obtained for the orbital gap is 9.910 eV. For the energy, the calculation gives -9305.3349 eV. As for the HOMO energy: -9.27 eV. As for the energy above the lowest of the compared OMol25 structures with the same formula, charge and spin: 24.4 kcal per mole. The SMILES is [H]/N=C(\NC)C(C)=O. As for the net charge: 0.

---

Entry 5:
Entry from OMol25: CH3O5PS in the gas phase at a distorted geometry (wB97M-V/def2-TZVPD).

Structure (XYZ):
```
11
CH3O5PS (wB97M-V/def2-TZVPD)
C -1.52 0.48 0.45
O 2.94 -0.68 -0.94
O 1.13 0.76 0.52
O 0.11 -0.99 1.97
O 0.74 0.27 -2.09
O 0.29 -1.07 -0.53
P 1.60 -0.19 -1.08
S 0.04 -0.28 0.76
H -1.37 0.48 -0.66
H -2.20 -0.28 0.76
H -1.76 1.51 0.83
```

The value obtained for the orbital gap is 11.309 eV. For the energy, the calculation gives -31446.7106 eV. As for the HOMO energy: -11.20 eV. As for the energy above the lowest of the compared OMol25 structures with the same formula, charge and spin: 37.8 kcal per mole. As for the net charge: 0.

---

Entry 6:
Entry from OMol25: 15 unconnected molecules or ions with the total composition C88H201F3O44 at a distorted geometry (wB97M-V/def2-TZVPD).

Structure (XYZ):
```
336
C88H201F3O44 (wB97M-V/def2-TZVPD)
C 21.01 22.56 17.36
C 20.55 21.23 17.98
O 20.11 20.23 16.98
C 18.82 20.16 16.80
O 17.97 20.52 17.54
C 18.53 19.52 15.35
F 18.95 18.28 15.28
F 17.23 19.58 15.05
F 19.12 20.27 14.45
H 21.31 23.24 18.19
H 20.12 22.97 16.90
H 21.80 22.40 16.62
H 19.68 21.34 18.63
H 21.39 20.69 18.46
C 32.76 15.41 17.51
O 31.66 14.64 17.13
C 32.04 13.55 16.29
C 30.79 12.97 15.71
O 30.29 13.91 14.75
C 28.92 13.77 14.44
C 28.04 14.43 15.47
O 27.86 15.84 15.36
C 29.06 16.53 15.46
H 33.51 14.76 17.98
H 32.55 16.25 18.22
H 33.22 15.90 16.69
H 32.51 12.75 16.94
H 32.72 13.85 15.49
H 30.16 12.82 16.57
H 30.98 12.06 15.19
H 28.53 12.74 14.36
H 28.78 14.33 13.50
H 28.40 14.14 16.50
H 27.06 14.02 15.26
H 29.68 16.23 16.29
H 28.94 17.64 15.58
H 29.65 16.33 14.59
C 21.86 24.70 21.26
O 20.77 24.55 22.14
C 20.54 25.69 23.07
C 20.13 27.01 22.39
O 19.30 27.64 23.39
C 18.55 28.61 22.71
C 17.37 28.11 21.88
O 16.41 27.57 22.77
C 16.38 26.14 22.69
H 21.79 25.44 20.48
H 22.00 23.78 20.74
H 22.75 24.99 21.80
H 21.45 25.88 23.62
H 19.74 25.34 23.70
H 19.51 26.69 21.45
H 20.91 27.74 22.07
H 19.24 29.18 22.04
H 18.12 29.26 23.45
H 17.67 27.34 21.17
H 16.85 28.94 21.39
H 16.32 25.76 21.68
H 15.55 25.82 23.30
H 17.27 25.71 23.14
C 24.56 12.65 16.55
O 23.98 13.24 15.35
C 22.60 12.86 15.23
C 22.02 13.33 13.95
O 21.84 14.81 13.98
C 21.17 15.27 12.82
C 20.85 16.78 12.95
O 21.97 17.62 12.97
C 22.68 17.50 11.77
H 25.56 13.07 16.65
H 24.65 11.56 16.40
H 24.01 12.90 17.46
H 21.99 13.25 16.09
H 22.50 11.77 15.20
H 21.06 12.84 13.81
H 22.73 13.14 13.07
H 20.17 14.81 12.80
H 21.70 14.91 11.94
H 20.31 16.87 13.91
H 20.15 17.03 12.18
H 23.58 18.13 11.89
H 22.16 17.91 10.90
H 22.92 16.47 11.61
C 29.59 23.91 22.24
O 28.75 22.79 21.93
C 27.42 22.76 22.48
C 26.45 23.55 21.68
O 26.90 24.87 21.65
C 25.78 25.79 21.41
C 25.42 25.94 19.92
O 24.46 24.86 19.58
C 24.39 24.79 18.17
H 29.58 24.24 23.30
H 29.30 24.79 21.69
H 30.63 23.70 22.05
H 27.46 23.11 23.53
H 27.14 21.74 22.64
H 25.49 23.41 22.27
H 26.26 23.16 20.67
H 26.02 26.77 21.82
H 24.85 25.42 21.93
H 26.20 25.81 19.23
H 25.01 26.92 19.70
H 23.97 25.66 17.75
H 23.70 24.00 17.84
H 25.40 24.57 17.77
C 27.75 17.66 10.17
O 27.67 18.60 11.25
C 26.38 18.57 11.78
C 25.91 17.46 12.74
O 25.87 16.25 12.08
C 25.50 15.19 12.94
C 25.46 13.93 12.15
O 26.74 13.59 11.74
C 27.00 12.18 11.61
H 27.01 17.80 9.31
H 27.57 16.63 10.49
H 28.76 17.71 9.76
H 25.66 18.64 10.94
H 26.21 19.48 12.43
H 24.94 17.78 13.06
H 26.63 17.44 13.58
H 24.50 15.33 13.45
H 26.26 15.11 13.72
H 24.75 14.02 11.31
H 25.08 13.11 12.79
H 26.10 11.78 11.19
H 27.28 11.72 12.57
H 27.83 12.03 10.92
C 32.37 23.72 15.78
O 32.48 23.42 14.40
C 33.25 22.22 14.20
C 32.44 20.87 14.64
O 31.19 20.90 13.99
C 30.48 19.69 14.06
C 29.05 19.94 13.94
O 28.59 20.48 15.22
C 27.18 20.31 15.48
H 32.70 24.78 15.96
H 33.04 23.07 16.40
H 31.32 23.66 16.09
H 34.17 22.29 14.85
H 33.50 22.18 13.15
H 32.23 20.87 15.70
H 32.96 19.99 14.33
H 30.63 19.13 14.96
H 30.83 19.03 13.25
H 28.48 19.03 13.83
H 28.79 20.60 13.10
H 27.06 20.67 16.52
H 26.98 19.22 15.49
H 26.52 20.82 14.80
C 28.38 25.48 10.71
O 28.11 24.69 11.85
C 29.18 24.65 12.72
C 28.79 23.77 13.94
O 27.89 24.50 14.67
C 27.03 23.82 15.54
C 27.74 23.28 16.72
O 28.29 24.35 17.43
C 28.92 23.91 18.58
H 29.29 25.11 10.21
H 28.62 26.54 10.98
H 27.56 25.41 9.99
H 29.55 25.64 13.07
H 30.05 24.15 12.30
H 29.70 23.51 14.45
H 28.31 22.81 13.60
H 26.67 22.97 15.01
H 26.14 24.44 15.78
H 28.54 22.55 16.47
H 27.00 22.81 17.45
H 28.19 23.37 19.21
H 29.21 24.76 19.20
H 29.77 23.26 18.37
C 25.87 22.49 11.45
O 24.90 22.65 10.39
C 24.11 21.52 10.22
C 22.98 21.38 11.29
O 23.53 20.87 12.49
C 22.49 20.80 13.39
C 22.88 20.39 14.76
O 23.67 21.42 15.41
C 24.11 20.88 16.66
H 25.46 22.14 12.40
H 26.31 23.42 11.68
H 26.61 21.75 11.08
H 24.73 20.61 10.25
H 23.69 21.52 9.23
H 22.16 20.69 11.02
H 22.55 22.37 11.53
H 21.70 20.16 12.98
H 22.11 21.82 13.50
H 23.50 19.45 14.73
H 21.87 20.20 15.25
H 24.78 20.02 16.44
H 23.35 20.47 17.33
H 24.74 21.64 17.19
C 12.90 11.06 15.58
O 13.89 12.07 15.75
C 13.87 12.65 17.00
C 15.15 13.42 17.33
O 16.26 12.56 17.58
C 17.48 13.27 17.80
C 18.27 13.53 16.55
O 17.80 14.67 15.88
C 18.54 14.81 14.73
H 12.75 10.39 16.45
H 13.19 10.48 14.73
H 11.92 11.51 15.30
H 13.62 11.88 17.76
H 13.14 13.42 17.06
H 15.03 14.17 18.12
H 15.32 13.98 16.37
H 18.06 12.63 18.47
H 17.25 14.15 18.41
H 18.17 12.59 15.97
H 19.31 13.63 16.86
H 18.81 13.84 14.23
H 19.48 15.27 14.98
H 17.99 15.41 14.01
C 24.83 13.25 20.58
O 24.38 14.46 21.14
C 25.35 15.25 21.68
C 24.74 16.44 22.39
O 25.68 17.43 22.68
C 25.18 18.47 23.47
C 26.30 19.46 23.73
O 27.21 18.88 24.68
C 28.47 19.50 24.63
H 25.21 12.50 21.31
H 25.56 13.39 19.79
H 23.95 12.86 20.13
H 26.13 15.62 20.93
H 25.93 14.72 22.44
H 24.16 16.04 23.32
H 23.94 16.87 21.73
H 24.67 18.12 24.40
H 24.39 18.92 22.88
H 25.87 20.40 24.04
H 26.76 19.66 22.74
H 29.00 19.38 23.69
H 29.16 19.04 25.35
H 28.53 20.59 24.88
C 17.91 10.59 21.10
O 19.14 11.20 20.78
C 19.10 12.54 21.28
C 20.30 13.39 21.05
O 20.32 13.77 19.66
C 21.40 14.57 19.17
C 21.47 15.93 19.83
O 20.17 16.49 19.81
C 19.71 16.94 18.53
H 17.66 10.73 22.16
H 18.05 9.54 20.88
H 17.10 11.00 20.51
H 18.92 12.50 22.34
H 18.17 13.09 20.91
H 21.25 12.93 21.29
H 20.22 14.30 21.68
H 21.24 14.71 18.07
H 22.40 14.13 19.23
H 22.25 16.47 19.25
H 21.72 15.90 20.91
H 18.71 17.33 18.67
H 19.72 16.17 17.74
H 20.37 17.77 18.17
C 27.50 14.19 26.04
O 28.35 14.55 25.02
C 28.17 15.88 24.59
C 28.96 16.21 23.29
O 30.35 16.38 23.51
C 30.99 16.81 22.34
C 31.54 15.69 21.44
O 30.48 14.84 20.95
C 29.68 15.50 19.93
H 26.42 14.21 25.73
H 27.65 14.81 26.96
H 27.76 13.16 26.30
H 28.42 16.56 25.42
H 27.07 16.02 24.39
H 28.61 17.15 22.81
H 28.75 15.35 22.61
H 31.85 17.43 22.61
H 30.29 17.41 21.79
H 32.25 15.03 21.81
H 32.05 16.25 20.65
H 29.16 14.71 19.35
H 30.30 16.02 19.23
H 29.02 16.20 20.38
C 24.51 20.82 20.04
O 25.83 20.51 20.53
C 26.85 20.42 19.62
C 27.09 18.96 19.19
O 26.20 18.55 18.19
C 25.97 17.18 18.14
C 25.08 16.82 16.99
O 23.70 17.04 17.24
C 22.86 16.75 16.13
H 23.82 20.76 20.89
H 24.15 20.16 19.29
H 24.47 21.78 19.61
H 27.72 20.89 20.08
H 26.67 21.03 18.73
H 27.04 18.35 20.09
H 28.06 18.73 18.75
H 25.53 16.83 19.09
H 26.88 16.58 17.99
H 25.21 15.73 16.87
H 25.45 17.33 16.05
H 23.15 17.34 15.23
H 21.87 16.96 16.49
H 22.97 15.69 15.93
C 31.01 19.02 17.38
O 30.85 18.90 18.78
C 30.99 20.20 19.30
C 30.75 20.17 20.83
O 32.05 20.08 21.47
C 32.00 20.50 22.84
C 33.29 20.25 23.46
O 33.46 18.88 23.66
C 34.68 18.73 24.33
H 30.93 18.01 17.00
H 32.08 19.34 17.23
H 30.31 19.75 16.89
H 30.20 20.86 18.88
H 32.00 20.55 19.02
H 30.07 19.36 21.19
H 30.23 21.12 21.14
H 31.19 19.97 23.37
H 31.75 21.57 22.86
H 33.27 20.76 24.43
H 34.11 20.63 22.78
H 34.74 19.19 25.31
H 35.47 18.97 23.65
H 34.85 17.66 24.52
```

The value obtained for the orbital gap is 9.178 eV. For the energy, the calculation gives -192731.6923 eV. As for the HOMO energy: -8.74 eV. As for the net charge: 0.

---

Entry 7:
Entry from OMol25: a gas-phase ion, H3N2 (charge -1) at a distorted geometry (wB97M-V/def2-TZVPD).

Structure (XYZ):
```
5
H3N2 (wB97M-V/def2-TZVPD)
N 0.78 -0.50 0.32
N -0.52 -0.02 0.33
H 1.31 0.14 -0.33
H -0.47 0.97 0.01
H -1.10 -0.59 -0.33
```

The value obtained for the orbital gap is 5.951 eV. For the energy, the calculation gives -3025.8440 eV. As for the HOMO energy: 0.18 eV. The SMILES is [NH-]N. As for the net charge: -1.